(1)
Below is a 2-piece molecular cluster, C3H5N3 overall in a non-equilibrium geometry, with properties calculated with the ωB97M-V functional and the def2-TZVPD basis.

Last column: Mulliken charge in e.
Positions of all 11 atoms, in Å:
N1 -0.4716 -0.2250 -0.9481  -0.183
N2 2.3172 0.0131 1.6152  -0.535
N3 1.3640 1.3652 -0.7758  -0.461
C1 0.5954 0.4443 -0.5253  0.307
C2 -1.5342 -0.3800 0.0429  -0.739
C3 1.2311 -0.2737 1.2905  0.005
H1 -1.0878 -0.7462 0.9805  0.348
H2 -2.2778 -1.0726 -0.3498  0.313
H3 -1.9941 0.5964 0.2169  0.257
H4 2.0962 1.3337 -0.0609  0.378
H5 -0.2383 -1.0552 -1.4861  0.312

Atoms 1-3, force components in eV/Å:
0.221 0.093 0.126
-1.077 -0.741 0.314
-0.480 -0.748 0.090

The value obtained for the energy relative to the best compared isomer or geometry (same formula, charge and spin) is 310.4 kJ/mol. For the total energy, the calculation gives -281.47183 Eh. The spin multiplicity is 1.

=====

(2)
Below is one molecule with the formula C9H12N2, with properties calculated with the ωB97M-V functional and the def2-TZVPD basis.

Last column: Mulliken charge in e.
Positions of all 23 atoms, in Å:
N1 2.3110 -1.4914 -0.0823  -0.653
N2 -1.5667 -0.3517 1.2515  -0.532
C1 -2.3333 -0.9860 0.1783  -0.694
C2 3.0282 0.7764 0.0182  -0.312
C3 1.7404 1.1849 0.3122  -0.672
C4 -0.6956 0.6700 0.6989  0.155
C5 -1.4092 1.0713 -0.6016  -0.807
C6 1.0822 -1.0909 0.1989  -0.160
C7 3.2602 -0.5790 -0.1723  -0.372
C8 0.7242 0.2368 0.4081  0.332
C9 -1.9293 -0.2684 -1.1147  -0.571
H1 -1.1268 -0.8084 -1.6220  0.285
H2 -2.1632 -2.0640 0.1172  0.274
H3 0.3518 -1.8882 0.2600  0.339
H4 1.5175 2.2315 0.4707  0.406
H5 -2.7633 -0.1598 -1.8056  0.386
H6 -0.7454 1.5698 -1.3046  0.394
H7 -2.2447 1.7320 -0.3649  0.367
H8 -1.0673 -1.0129 1.8311  0.328
H9 -0.6570 1.5129 1.4034  0.415
H10 3.8342 1.4894 -0.0627  0.385
H11 4.2493 -0.9516 -0.4064  0.359
H12 -3.3972 -0.8230 0.3886  0.348

Atoms 1-3, force components in eV/Å:
0.183 -0.466 -0.106
0.239 -0.189 0.150
-0.481 -0.052 -0.095

The value obtained for the energy relative to the best compared isomer or geometry (same formula, charge and spin) is 98.6 kJ/mol. For the total energy, the calculation gives -459.64998 Eh. The spin multiplicity is 1. As for the SMILES: c1cncc([C@H]2CCCN2)c1.

=====

(3)
Below is C3H4CsLiO4 as an isolated structure in a non-equilibrium geometry, with properties calculated with the ωB97M-V functional and the def2-TZVPD basis.

Last column: Mulliken charge in e.
Positions of all 13 atoms, in Å:
Cs1 0.5671 1.8533 -1.3834  0.959
O1 0.3565 -0.6136 1.4974  -0.300
O2 -0.0998 -2.5024 2.5184  -0.324
O3 -0.6134 0.2328 -1.4186  -0.837
O4 -1.1634 -2.0458 0.6265  -0.650
C1 0.8269 -1.8507 3.4046  -0.322
C2 -0.2984 -1.8006 1.4319  0.739
C3 0.9920 -0.4590 2.7859  -0.238
Li1 -1.8822 -0.9774 -0.8166  0.880
H1 0.3892 -1.8265 4.4066  0.275
H2 2.0415 -0.1836 2.6492  0.277
H3 0.4578 0.3397 3.3101  0.257
H4 1.7584 -2.4274 3.3988  0.285

Atoms 1-3, force components in eV/Å:
3.118 4.370 0.168
0.171 -0.398 -0.585
0.230 -0.754 0.214

The value obtained for the energy relative to the best compared isomer or geometry (same formula, charge and spin) is 108.3 kJ/mol. The total charge is +1. For the total energy, the calculation gives -445.08866 Eh. The spin multiplicity is 2. Its expectation value of S² is 0.755.

=====

(4)
Below is one molecule with the formula C2H6N2S2 in a non-equilibrium geometry, with properties calculated with the ωB97M-V functional and the def2-TZVPD basis.

Last column: Mulliken charge in e.
Positions of all 12 atoms, in Å:
S1 -1.6948 -0.3103 -0.5293  -0.025
S2 2.4355 1.2258 1.0984  -0.141
N1 0.9835 0.9891 1.9393  -0.259
N2 -0.1885 0.1935 0.0871  -0.350
C1 -0.1425 0.4870 1.3247  0.049
C2 -1.1135 -0.8461 -2.1454  -0.772
H1 -0.6048 -0.0422 -2.6865  0.269
H2 1.0528 0.8260 2.9181  0.275
H3 -0.9699 0.3946 2.0357  0.277
H4 2.6654 -0.0470 0.7171  0.128
H5 -2.0127 -1.1582 -2.7228  0.298
H6 -0.4104 -1.7121 -2.0364  0.250

Atoms 1-3, force components in eV/Å:
0.166 0.046 -0.231
-0.067 -0.027 0.086
0.224 0.102 -0.749

The value obtained for the energy relative to the best compared isomer or geometry (same formula, charge and spin) is 87.4 kJ/mol. For the total energy, the calculation gives -985.65022 Eh. The spin multiplicity is 1. As for the SMILES: CS/N=C/NS.

=====

spin multiplicity of number 2 (C9H12N2)?
1